Record 1
The following is a quantum chemistry calculation of a structure of composition C17H35BClN11O17S at a distorted geometry, from the Open Molecules 2025 dataset.

Summary:
HOMO level   -8.95 eV
Kohn-Sham gap   8.2684 eV
Charge   0

The geometry in XYZ format:
```
83
C17H35BClN11O17S ωB97M-V/def2-TZVPD
Cl -3.472 3.188 -2.534
S 0.961 -2.487 -3.420
O -0.581 -2.562 8.544
O 0.345 1.702 -6.275
O -6.834 4.949 2.448
O 2.950 4.131 -4.495
O -0.696 4.150 -0.965
O -1.632 -2.402 2.909
O -5.129 3.726 1.952
O 3.453 3.500 -6.484
O 4.677 -2.777 2.436
O 6.635 -3.764 -2.979
O -1.324 -1.363 6.916
O -1.400 -0.309 3.364
O 4.574 -4.113 -3.506
O 4.981 -2.258 0.366
O -1.775 -5.254 6.752
O -0.060 0.054 -7.606
O -1.642 -7.350 7.242
N -1.888 -1.405 3.553
N 0.655 0.679 -6.850
N -0.535 -2.223 -2.878
N -1.729 -6.178 7.539
N 4.508 -2.947 1.249
N -0.428 -1.873 7.560
N 1.561 -1.006 -3.421
N 3.444 4.314 -5.587
N 5.485 -3.409 -3.117
N 0.420 4.222 -3.137
N -6.101 4.393 1.660
C 0.650 1.210 -2.766
C 0.970 -1.638 7.106
C -2.872 -1.548 4.657
C -2.612 0.923 0.841
C 3.652 -4.089 0.822
C 0.595 -0.193 -2.968
C -1.676 1.167 -2.013
C 5.141 -2.000 -2.784
C -2.925 1.822 -1.488
C 2.026 0.157 -6.599
C -1.726 -0.179 -2.215
C -6.423 4.546 0.213
C -2.908 2.197 -0.013
C -0.438 1.879 -2.285
C -0.599 -0.907 -2.674
C -1.782 -5.855 8.992
C 4.073 5.639 -5.831
B -0.271 3.456 -2.082
H 1.378 3.891 -3.234
H 4.464 5.653 -6.841
H 4.394 -2.025 -1.999
H -0.039 4.040 -4.027
H 3.303 6.393 -5.696
H -2.652 -6.352 9.408
H 4.868 5.760 -5.100
H -2.727 0.016 0.254
H 1.569 1.738 -2.984
H -2.141 2.914 0.242
H -1.856 -4.779 9.101
H -3.807 -1.888 4.219
H -0.867 -6.230 9.441
H 2.160 -0.754 -7.171
H 4.262 -4.738 0.201
H -2.642 -0.713 -1.995
H -6.392 5.607 -0.015
H -3.244 0.901 1.724
H 3.304 -4.607 1.707
H -7.420 4.144 0.059
H 2.729 0.924 -6.910
H 2.820 -3.679 0.257
H 0.943 -1.011 6.223
H -2.481 -2.281 5.345
H -3.712 1.078 -1.584
H 2.108 -0.036 -5.533
H 1.498 -1.149 7.919
H -0.158 3.964 -0.188
H -3.886 2.544 0.310
H -1.585 0.986 1.191
H 1.406 -2.608 6.886
H -2.994 -0.586 5.136
H -5.686 4.001 -0.367
H 4.746 -1.535 -3.683
H 6.039 -1.497 -2.446
```



Record 2
The following is a quantum chemistry calculation of a structure of composition C17H35BF4GeIrN2O3 at a distorted geometry, from the Open Molecules 2025 dataset.

Summary:
HOMO level (alpha / beta)   -16.30 / -16.27 eV
Kohn-Sham gap (alpha / beta)   7.7132 / 6.6046 eV
Charge   +2
Multiplicity   2

The geometry in XYZ format:
```
64
C17H35BF4GeIrN2O3 ωB97M-V/def2-TZVPD
Ir -0.598 -0.206 0.070
Ge 1.542 1.000 1.523
F -2.138 2.364 -3.362
F -2.256 0.205 -4.083
F -3.998 1.114 -2.917
F -1.749 0.432 -1.277
O 0.586 -0.654 1.691
O -0.320 1.482 1.044
O 1.240 0.261 -0.408
N -0.446 -2.954 -1.259
N -1.069 -2.061 -0.451
C 2.767 -0.766 -1.953
C 1.059 -3.063 1.713
C 2.629 1.733 -1.661
C -2.434 -3.776 -0.835
C 0.775 0.503 -2.823
C -1.178 2.720 1.130
C 1.855 0.431 -1.771
C -0.804 -5.138 -2.369
C -3.255 -1.778 0.642
C 0.902 -1.820 2.568
C -1.236 -4.004 -1.513
C -2.616 2.265 1.272
C -0.932 3.516 -0.134
C -0.684 3.431 2.374
C -2.303 -2.558 -0.196
C -0.231 -1.948 3.566
C 2.211 -1.469 3.255
B -2.805 1.228 -3.455
H -4.261 -2.182 0.553
H 0.167 -0.402 -2.856
H -1.224 2.954 -1.021
H 1.531 -3.844 2.309
H -3.307 -0.733 0.311
H -2.978 -1.807 1.697
H 0.362 3.728 2.272
H 3.350 -0.649 -2.867
H -1.530 4.427 -0.107
H -3.298 -4.419 -0.829
H 1.956 2.566 -1.459
H 3.136 1.934 -2.606
H 1.254 0.603 -3.798
H 0.127 1.366 -2.679
H -3.258 3.144 1.336
H 1.708 -2.863 0.857
H 3.025 -1.352 2.535
H -1.649 -5.789 -2.575
H 2.195 -1.692 -2.048
H -0.034 -5.724 -1.866
H -2.755 1.685 2.186
H 0.099 -3.448 1.373
H -1.177 -2.128 3.056
H -0.047 -2.796 4.227
H 3.397 1.675 -0.888
H 2.119 -0.565 3.862
H -1.262 4.342 2.525
H -0.320 -1.051 4.178
H -0.402 -4.782 -3.318
H -0.807 2.806 3.260
H 0.116 3.809 -0.211
H 0.490 -2.779 -1.591
H -2.948 1.700 0.401
H 2.489 -2.274 3.934
H 3.463 -0.863 -1.119
```



Record 3
The following is a quantum chemistry calculation of a structure of composition C17H35BrFGaNOZn at a distorted geometry, from the Open Molecules 2025 dataset.

Summary:
HOMO level   -12.01 eV
Kohn-Sham gap   3.6536 eV
Charge   +1

The geometry in XYZ format:
```
58
C17H35BrFGaNOZn ωB97M-V/def2-TZVPD
Br -1.809 -4.549 -3.660
Ga -0.593 -2.849 -2.331
Zn 1.013 -0.539 -1.903
F 2.011 -3.740 -5.103
O -1.244 -0.446 5.641
N 0.015 -1.503 3.833
C -2.842 0.962 -1.601
C -0.682 -0.291 4.411
C 1.061 3.233 1.068
C -2.391 -0.295 -2.608
C 2.300 4.215 0.524
C -0.001 -1.530 2.321
C -0.278 3.695 0.193
C 0.417 -3.092 1.893
C 0.294 -3.817 -0.735
C 0.760 -1.990 -3.655
C 3.731 3.929 1.286
C -0.512 -3.705 0.688
C -1.438 1.741 -1.224
C -0.784 1.200 3.739
C -1.480 2.579 0.185
C 2.133 -2.873 -3.883
C -2.042 -1.557 -1.622
H 1.342 2.095 0.893
H 0.826 3.431 2.217
H 4.461 3.376 0.530
H -0.590 0.919 -1.126
H -0.157 1.353 2.763
H -1.633 -1.101 -0.600
H 0.188 -3.756 2.858
H 0.223 -1.943 -4.713
H -1.193 2.450 -2.130
H 1.572 -3.199 1.707
H 3.636 3.393 2.321
H -0.818 -4.808 1.017
H 2.993 -2.102 -4.109
H 0.344 -4.978 -1.004
H -0.719 4.706 0.627
H -0.998 -1.171 1.825
H -3.259 0.423 -0.621
H -1.495 1.863 1.111
H 0.902 -0.852 1.945
H -2.515 3.172 0.210
H 1.943 5.322 0.792
H 0.976 -1.567 4.232
H 1.041 -0.905 -3.319
H -0.373 2.004 4.520
H 0.068 3.847 -0.919
H -3.000 -2.175 -1.355
H 2.363 4.043 -0.645
H 1.435 -3.486 -0.634
H -1.440 0.012 -3.221
H 4.226 4.990 1.498
H -1.937 1.468 3.613
H -3.652 1.638 -2.109
H -1.499 -3.078 0.656
H -3.302 -0.599 -3.315
H 2.406 -3.563 -2.974
```



Q: Among the records above, which one has the lowest charge?
A: C17H35BClN11O17S